Computed, not measured: 9 unconnected molecules or ions with the total composition C20H62BF4N5O8 in a non-equilibrium geometry, with wB97M-V/def2-TZVPD.

The calculation puts the electronic energy at -57124.1082 eV. The HOMO-LUMO gap is 8.70 eV. Its energy above the lowest of the compared OMol25 structures with the same formula, charge and spin is 67.15 kJ/mol. As for the molecular weight: 587.5 g/mol. The calculation puts the LUMO energy at 0.024 eV.

The geometry in XYZ format:
```
100
Properties=species:S:1:pos:R:3:forces:R:3:lowdin_charge:R:1
O -0.496 3.019 1.790 -0.6 2.0 1.1 0.24
H -1.407 3.003 2.099 -0.5 -0.3 0.3 0.14
H -0.059 2.208 2.086 1.6 -2.3 0.4 0.06
H -0.515 3.049 0.824 0.0 0.6 -2.0 0.05
B 0.169 0.231 -1.021 -0.1 0.0 -1.6 -1.37
F -1.053 0.833 -1.372 0.0 0.7 -0.8 0.11
F 0.726 -0.538 -2.023 -0.2 -0.3 -0.4 0.16
F 1.085 1.211 -0.692 0.3 0.9 1.0 0.13
F -0.173 -0.532 0.037 0.8 -1.5 2.2 0.15
C 4.335 2.630 -4.346 -0.2 0.5 0.3 -0.06
C 3.798 1.977 -3.085 0.5 0.7 0.6 -0.43
C 4.406 2.657 -1.830 1.3 -0.5 -0.7 -0.18
O 5.847 2.611 -1.870 0.8 0.0 0.0 -0.21
C 6.466 3.213 -0.731 -1.1 0.4 -0.3 -0.10
N 2.356 2.159 -2.954 0.4 0.5 -0.2 0.05
H 5.417 2.731 -4.262 0.0 -0.3 -0.4 0.07
H 3.932 3.643 -4.379 -0.1 0.1 0.0 0.08
H 3.988 2.136 -5.253 0.3 -0.2 0.0 0.07
H 4.110 0.933 -3.040 0.0 -0.3 -0.1 0.14
H 4.116 2.054 -0.969 -0.5 0.5 0.4 0.11
H 4.162 3.720 -1.824 -0.7 0.0 0.4 0.13
H 6.277 2.621 0.165 0.1 -0.1 0.1 0.06
H 6.050 4.210 -0.574 -0.4 0.1 0.2 0.08
H 7.526 3.452 -0.821 0.1 -0.8 -0.6 0.09
H 2.087 1.971 -1.998 -0.2 -0.3 -0.4 0.03
H 1.847 1.554 -3.584 -0.1 -0.2 0.2 0.08
C -3.840 2.215 -2.119 -0.8 1.1 -0.1 -0.06
C -4.508 0.824 -2.147 1.1 1.8 0.3 -0.42
C -5.866 0.767 -2.860 -0.4 0.3 1.7 -0.13
O -6.658 1.880 -2.347 0.6 -0.6 -0.6 -0.20
C -7.682 1.610 -1.439 -1.0 -0.3 0.4 -0.14
N -3.459 0.058 -2.751 0.0 -2.0 -0.8 0.03
H -2.993 2.223 -1.434 0.0 -0.2 -0.1 0.05
H -4.434 3.106 -1.912 -0.4 -0.2 0.2 0.07
H -3.467 2.353 -3.135 0.2 0.4 0.0 0.08
H -4.565 0.496 -1.108 -0.7 -0.1 0.0 0.12
H -6.340 -0.172 -2.570 -0.1 -0.1 -0.1 0.11
H -5.844 0.775 -3.950 0.3 0.4 0.0 0.12
H -8.658 1.517 -1.917 -0.1 0.2 -0.4 0.08
H -7.779 2.405 -0.698 0.3 0.3 -0.2 0.08
H -7.646 0.693 -0.850 0.9 -0.3 -0.1 0.08
H -2.690 -0.032 -2.102 0.0 -0.1 0.0 0.03
H -3.059 0.632 -3.480 0.1 -0.4 -0.4 0.06
C 1.027 -5.163 -1.703 0.0 -1.0 -0.9 -0.07
C 0.692 -4.524 -0.396 0.4 1.0 -0.6 -0.43
C 1.868 -3.674 0.080 0.5 -1.8 -0.1 -0.18
O 3.072 -4.360 -0.273 0.3 -0.4 0.6 -0.20
C 4.221 -3.628 0.049 -0.5 1.6 -0.5 -0.12
N -0.461 -3.641 -0.618 -0.6 -0.3 0.4 0.07
H 0.312 -5.975 -1.839 -0.4 0.4 -0.7 0.08
H 1.992 -5.648 -1.847 0.1 0.2 0.7 0.07
H 1.011 -4.375 -2.457 -0.5 -0.2 -0.3 0.09
H 0.426 -5.284 0.338 0.0 0.1 0.1 0.14
H 1.724 -3.739 1.159 0.6 1.2 0.4 0.13
H 1.893 -2.711 -0.431 -0.3 0.4 0.5 0.13
H 4.097 -3.068 0.977 0.4 -0.7 0.8 0.07
H 4.274 -2.759 -0.609 0.2 0.1 -0.7 0.08
H 5.155 -4.175 -0.074 -0.3 -0.3 0.4 0.09
H -0.936 -3.412 0.243 0.1 -0.1 0.1 0.03
H -0.169 -2.753 -1.001 0.1 0.0 -0.3 0.05
C -1.906 -2.339 2.421 1.2 1.1 1.2 -0.06
C -2.982 -2.047 1.432 0.1 -2.0 -0.7 -0.46
C -4.339 -2.015 2.025 -0.7 -0.5 1.7 -0.18
O -4.530 -3.139 2.931 0.2 0.5 -0.6 -0.19
C -5.724 -2.968 3.683 0.3 0.2 -0.8 -0.11
N -2.762 -0.881 0.598 0.3 -0.1 0.4 0.07
H -0.957 -1.927 2.073 0.2 -0.1 -0.3 0.07
H -1.740 -3.402 2.593 -0.3 0.1 0.2 0.10
H -2.075 -1.822 3.367 -0.2 -0.3 0.4 0.08
H -2.864 -2.960 0.846 -0.8 -0.1 -0.7 0.13
H -5.095 -1.953 1.241 -0.3 -0.3 0.0 0.13
H -4.447 -1.127 2.648 0.1 0.4 -0.1 0.12
H -5.856 -3.786 4.391 0.1 0.0 -0.2 0.09
H -6.532 -2.918 2.953 -0.5 -0.2 0.3 0.08
H -5.704 -2.019 4.221 0.0 0.1 0.2 0.08
H -1.754 -0.843 0.517 -0.1 0.3 -0.5 0.03
H -3.065 -1.130 -0.333 -0.3 0.3 -0.2 0.08
C 2.220 2.350 3.920 1.9 0.9 0.8 -0.05
C 2.531 1.625 2.628 -2.7 1.1 1.2 -0.41
C 3.561 0.569 2.703 0.7 0.0 0.3 -0.21
O 3.824 0.221 1.390 -1.0 0.1 -0.9 -0.18
C 5.114 -0.180 1.177 1.0 -0.6 -0.4 -0.13
N 1.280 1.022 2.254 -1.7 -0.6 -1.0 0.03
H 1.807 1.726 4.712 -0.1 -0.1 -0.1 0.09
H 1.687 3.298 3.843 -0.6 -0.4 -0.4 0.08
H 3.185 2.724 4.264 0.2 -0.1 0.5 0.08
H 2.591 2.388 1.852 1.4 -0.1 -0.1 0.16
H 3.181 -0.331 3.189 -0.2 0.0 0.6 0.14
H 4.449 0.882 3.253 0.3 0.2 -0.1 0.13
H 5.364 -1.040 1.800 0.3 -0.1 0.2 0.09
H 5.777 0.658 1.396 0.5 -0.1 -0.1 0.08
H 5.200 -0.503 0.140 0.1 0.2 0.0 0.10
H 1.465 0.437 1.451 -0.5 -0.1 -0.4 0.07
H 0.888 0.413 2.959 0.3 -0.2 0.3 0.09
O -0.661 3.462 -0.684 0.1 0.2 0.0 -0.01
H -0.321 2.714 -1.177 0.1 -0.6 -0.2 0.04
H -0.966 4.075 -1.354 -0.2 0.3 0.1 0.09
O -1.841 0.903 2.571 0.3 0.7 0.7 -0.04
H -1.475 0.208 3.120 0.0 -0.1 0.2 0.03
H -2.239 0.437 1.831 -0.7 -0.4 -0.8 0.00
```
Forces are in eV/Å.

---

Computed, not measured: 11 unconnected molecules or ions with the total composition C20H62N4O20 in a non-equilibrium geometry, with wB97M-V/def2-TZVPD.

The calculation puts the electronic energy at -68648.3794 eV. The HOMO-LUMO gap is 9.70 eV. As for the SMILES: NC(N)=O.NC(N)=O.OCCO.OCCO.OCCO.OCCO.OCCO.OCCO.OCCO.OCCO.OCCO. Its energy above the lowest of the compared OMol25 structures with the same formula, charge and spin is 493.15 kJ/mol. As for the molecular weight: 678.7 g/mol. The calculation puts the LUMO energy at 0.018 eV.

The geometry in XYZ format:
```
106
Properties=species:S:1:pos:R:3:forces:R:3:lowdin_charge:R:1
N 0.748 -1.054 0.681 0.2 -0.6 -0.1 0.16
C -0.380 -0.345 0.467 -0.5 -0.1 -2.0 -0.75
N -0.824 0.359 1.494 -0.2 0.4 1.7 0.16
O -0.957 -0.330 -0.610 0.1 -0.1 -0.5 0.01
H 1.274 -0.873 1.524 0.4 -0.2 -0.6 0.09
H 1.138 -1.326 -0.210 0.6 -0.3 0.5 0.11
H -0.260 0.225 2.322 -0.6 1.1 0.3 0.10
H -1.393 1.153 1.238 0.1 -0.1 0.7 0.12
N 5.501 -3.687 -3.051 1.2 -2.4 -4.4 0.15
C 4.620 -3.336 -2.170 -0.7 2.6 2.2 -0.79
N 5.300 -2.798 -1.141 0.9 0.5 1.4 0.14
O 3.433 -3.263 -2.277 -2.4 -1.0 -0.5 0.05
H 6.496 -3.557 -2.931 -0.5 -0.4 -0.5 0.11
H 5.090 -4.123 -3.863 0.7 0.1 -0.2 0.13
H 6.259 -3.041 -1.344 0.1 0.6 2.2 0.09
H 4.866 -2.733 -0.231 0.5 0.0 -0.1 0.11
O 2.203 -0.768 -6.946 0.3 -0.7 1.1 -0.09
C 1.402 -1.774 -6.251 -1.9 1.9 0.0 -0.18
C 0.364 -1.265 -5.147 2.9 -0.3 -0.5 -0.26
O -0.525 -0.364 -5.739 -0.7 -0.3 0.0 -0.06
H 1.909 0.125 -6.749 -0.3 -0.1 0.2 0.07
H 0.736 -2.056 -7.067 0.0 -1.1 0.2 0.11
H 2.000 -2.579 -5.823 0.2 0.2 -0.3 0.11
H 0.847 -0.751 -4.317 0.6 0.1 0.0 0.11
H -0.062 -2.137 -4.652 -0.5 -0.3 -0.5 0.11
H -1.219 -0.324 -5.076 -0.5 0.6 -0.3 0.09
O 2.175 -0.308 4.800 0.9 -0.2 0.1 -0.09
C 3.229 0.681 4.681 -0.4 -0.3 -0.9 -0.20
C 4.672 0.173 4.633 -0.8 -0.3 2.0 -0.28
O 4.972 -0.582 3.517 0.1 -0.7 -1.4 -0.06
H 2.052 -0.416 5.746 -0.2 -0.3 0.0 0.07
H 3.031 1.107 3.698 -0.1 0.7 0.2 0.12
H 3.038 1.347 5.523 0.6 0.6 -0.4 0.12
H 4.765 -0.526 5.464 0.1 0.3 0.7 0.12
H 5.433 0.947 4.733 -0.4 0.6 0.3 0.12
H 5.744 -1.066 3.820 0.1 -0.4 -0.7 0.09
O -4.262 6.479 -1.246 0.2 0.3 0.9 -0.07
C -3.435 5.747 -2.128 0.6 -0.2 0.1 -0.24
C -2.005 5.708 -1.581 0.6 0.3 -0.7 -0.26
O -1.807 4.920 -0.435 -0.5 0.0 0.4 -0.06
H -5.180 6.533 -1.520 0.1 -0.2 -0.3 0.09
H -3.759 4.708 -2.192 -0.2 -0.1 -0.3 0.11
H -3.430 6.249 -3.095 0.1 -0.3 -0.3 0.12
H -1.600 6.712 -1.456 -0.4 0.4 0.4 0.12
H -1.290 5.292 -2.291 -0.5 -0.3 -0.5 0.12
H -2.393 5.276 0.237 0.0 0.0 0.3 0.08
O -4.964 0.104 -3.885 -1.2 1.3 0.5 -0.05
C -6.202 0.827 -3.680 -0.9 -0.4 -0.3 -0.24
C -7.101 0.677 -4.878 -0.2 -0.8 -1.1 -0.27
O -8.182 1.612 -4.884 0.5 -0.1 0.3 -0.06
H -4.565 0.276 -3.029 0.8 -0.5 0.0 0.08
H -6.789 0.365 -2.886 0.3 -0.1 0.5 0.12
H -6.126 1.883 -3.419 0.7 0.2 -0.2 0.12
H -7.491 -0.341 -4.864 -0.2 -0.2 0.2 0.12
H -6.574 0.689 -5.832 0.5 0.5 0.0 0.12
H -8.691 1.409 -5.672 -0.2 0.1 0.0 0.08
O 1.200 4.770 3.941 1.2 -0.8 -0.9 -0.08
C 0.413 5.217 4.998 0.2 -0.4 0.3 -0.25
C -0.808 4.282 5.093 -1.0 0.6 -0.9 -0.20
O -1.655 4.608 3.955 0.4 0.2 0.4 -0.09
H 0.758 4.958 3.110 -0.2 0.0 0.0 0.09
H 1.052 5.172 5.880 -0.2 -0.4 0.2 0.11
H 0.341 6.287 4.804 -1.5 0.1 0.5 0.12
H -1.431 4.277 5.987 0.3 0.6 0.4 0.11
H -0.524 3.239 4.951 0.8 0.0 0.1 0.11
H -2.401 4.003 3.962 -0.1 0.0 -0.1 0.07
O -5.477 1.994 2.662 -0.7 1.2 -0.1 -0.07
C -6.297 2.460 1.573 -0.7 -1.2 -0.7 -0.22
C -7.788 1.913 1.528 1.4 1.6 -0.3 -0.22
O -8.591 2.477 2.582 0.4 -1.4 -0.2 -0.07
H -5.494 1.035 2.686 -0.2 -0.1 -0.2 0.08
H -6.381 3.539 1.446 0.4 0.3 1.2 0.11
H -5.738 2.226 0.667 -0.4 -0.5 -0.5 0.10
H -7.768 0.828 1.430 -0.4 -0.1 1.1 0.11
H -8.228 2.223 0.580 0.2 0.2 -0.3 0.10
H -8.435 3.424 2.617 0.2 0.0 -0.1 0.08
O 3.295 -4.505 5.055 -0.2 -0.3 0.1 -0.10
C 2.983 -5.288 3.882 0.0 0.0 0.9 -0.22
C 3.711 -6.656 4.087 -0.6 1.3 -1.3 -0.21
O 3.666 -7.495 2.912 0.2 0.7 0.6 -0.07
H 2.973 -3.626 4.841 0.0 0.2 0.3 0.07
H 1.900 -5.399 3.828 -0.1 -0.2 -0.3 0.11
H 3.337 -4.634 3.085 0.1 -0.9 -0.8 0.11
H 3.267 -7.157 4.947 0.3 0.1 0.1 0.12
H 4.722 -6.289 4.269 0.3 -0.9 0.2 0.11
H 3.045 -8.214 3.049 0.0 0.1 0.1 0.08
O 5.779 5.539 0.538 -0.6 -0.8 -0.4 -0.06
C 5.566 4.134 0.688 -0.5 -0.5 1.1 -0.25
C 4.704 3.387 -0.366 2.4 1.0 0.1 -0.22
O 5.536 3.059 -1.466 0.1 0.0 -1.1 -0.09
H 6.326 5.577 -0.250 0.1 0.5 -0.2 0.08
H 6.560 3.711 0.829 0.0 -0.7 -0.4 0.11
H 5.069 3.933 1.637 -0.1 0.6 0.3 0.11
H 4.025 4.138 -0.768 -0.6 -0.5 0.2 0.13
H 4.321 2.454 0.046 -0.7 0.4 0.2 0.11
H 6.146 2.351 -1.247 -0.1 0.0 0.2 0.08
O -1.551 -8.142 -3.603 -0.5 -1.2 -0.6 -0.06
C -0.676 -8.378 -2.542 1.3 3.1 0.4 -0.24
C 0.049 -6.966 -2.301 -0.6 -2.0 1.5 -0.23
O -0.912 -6.019 -1.864 -0.7 0.0 -0.5 -0.08
H -2.172 -7.464 -3.329 0.0 0.1 0.1 0.08
H -1.139 -8.683 -1.604 -0.4 0.0 0.0 0.11
H 0.110 -9.106 -2.743 -0.3 -0.1 -0.7 0.11
H 0.574 -6.625 -3.193 0.2 -0.2 0.1 0.12
H 0.649 -7.150 -1.409 1.0 0.1 -0.4 0.11
H -0.446 -5.278 -1.468 0.0 0.1 -0.1 0.08
```
Forces are in eV/Å.

---

What is the formula in the second record?
C20H62N4O20